1.
# C20H56N10O11V

C20H56N10O11V as an isolated structure at a distorted geometry (the ωB97M-V functional and the def2-TZVPD basis, the Open Molecules 2025 dataset).

CARTESIAN COORDINATES (ANGSTROEM)
O -23.01860 -15.13084 3.38592
V -21.50364 -15.65744 3.54852
C -16.81949 -15.61949 3.91812
C -18.16721 -16.28402 3.90110
O -19.32897 -15.76626 3.37119
H -16.52801 -15.27086 2.92736
H -16.10011 -16.36240 4.26262
H -16.81222 -14.77240 4.60405
H -18.32084 -16.53757 4.95001
H -17.90798 -17.22649 3.41875
C -20.67509 -19.37366 3.26770
C -22.05269 -18.91143 3.76513
O -22.01231 -17.68937 4.32517
H -19.96713 -19.78249 3.98863
H -20.05072 -18.70975 2.66980
H -20.86963 -20.30731 2.73993
H -22.46681 -19.66715 4.43259
H -22.75510 -19.01656 2.93829
C -20.44237 -12.84012 2.06977
O -21.19904 -13.69241 2.48591
N -20.88326 -11.58945 1.86807
N -19.15118 -12.97179 1.97746
H -21.80465 -11.34841 2.20428
H -20.30142 -10.90694 1.40359
H -18.59150 -12.13445 1.90177
H -18.71440 -13.82235 2.30284
C -23.89517 -11.38678 4.05969
O -23.58914 -11.58951 2.88155
N -23.31201 -12.07997 4.99321
N -24.61590 -10.42835 4.43991
H -23.68684 -12.02454 5.92944
H -22.54886 -12.72579 4.84958
H -24.96457 -10.41718 5.38775
H -24.99449 -9.83413 3.71625
C -21.31824 -16.41234 0.36170
O -21.95384 -16.28934 1.37335
N -20.05201 -16.82448 0.32773
N -21.75355 -16.15204 -0.87686
H -19.59316 -16.86234 -0.57123
H -19.48168 -16.80691 1.16110
H -21.18411 -16.55372 -1.60795
H -22.57689 -15.58412 -1.01714
C -20.76003 -13.97328 6.29970
O -21.55731 -14.43763 5.57986
N -19.52785 -13.87599 6.01605
N -21.12971 -13.57022 7.44737
H -18.99167 -13.27635 6.62683
H -19.19182 -14.20404 5.12187
H -20.50352 -13.13119 8.10710
H -22.12352 -13.57788 7.62730
C -23.20885 -8.55281 7.64207
O -24.46777 -8.93579 7.09291
C -25.42133 -9.41543 8.05924
C -26.67770 -9.88657 7.30134
N -26.55763 -11.16067 6.54952
C -27.76933 -11.55894 5.82067
C -27.47762 -12.90793 5.06853
O -26.93602 -13.81207 6.06050
C -26.21558 -14.85654 5.46633
H -22.49635 -9.37549 7.70244
H -23.26139 -8.15784 8.65663
H -22.75242 -7.72926 7.09295
H -25.67733 -8.58181 8.71319
H -24.99857 -10.20600 8.67923
H -26.88113 -9.00136 6.69874
H -27.48053 -10.01299 8.02768
H -26.21271 -11.94454 7.08495
H -28.03947 -10.82537 5.06107
H -28.66985 -11.72435 6.41212
H -26.77614 -12.62287 4.28446
H -28.33585 -13.42527 4.63971
H -27.06946 -15.33915 4.99086
H -25.83154 -15.55954 6.20552
H -25.45311 -14.63006 4.72104
C -23.92216 -12.13790 -4.98824
O -24.10076 -12.39166 -3.69681
C -22.97144 -12.96817 -3.01804
C -23.19606 -12.95110 -1.44129
N -24.06707 -14.02604 -0.91127
C -24.33042 -14.00174 0.54774
C -25.31878 -15.16319 0.97744
O -26.60698 -14.96156 0.32131
C -27.62013 -15.77463 0.80983
H -24.92888 -12.01107 -5.38639
H -23.45390 -12.91297 -5.59494
H -23.35622 -11.23366 -5.21224
H -22.05862 -12.44759 -3.30762
H -22.80724 -13.99346 -3.34958
H -23.38047 -11.98696 -0.96743
H -22.18265 -13.14869 -1.09190
H -24.94269 -14.14011 -1.40156
H -24.63067 -13.02016 0.91440
H -23.34673 -14.05966 1.01368
H -25.48409 -15.06469 2.05032
H -24.91800 -16.13913 0.70356
H -28.11126 -15.36384 1.69195
H -27.20470 -16.74375 1.08611
H -28.39714 -16.06782 0.10385

Computed properties:
E_HOMO (alpha / beta)   -7.1 / -7.1 eV
Multiplicity   2
Max |F|   7.92 eV Å⁻¹
<S²>   0.80
Frontier orbital gap (alpha / beta)   7.167 / 7.192 eV

2.
# C22H35GaNO2S2

C22H35GaNO2S2 as an isolated structure (the ωB97M-V functional and the def2-TZVPD basis, the Open Molecules 2025 dataset).

CARTESIAN COORDINATES (ANGSTROEM)
S -0.71073 -1.16819 1.63941
C -0.13754 0.20935 0.99587
S 1.46282 0.78564 1.39017
C 2.43577 -0.77938 1.36492
C 3.89158 -0.50186 1.04281
C 4.60963 -1.71160 0.41491
Ga 3.85819 -3.59227 0.84627
N -0.83718 1.03466 0.03995
C -2.19983 1.31625 0.36668
C -3.21459 1.32083 -0.57374
C -4.52764 1.62908 -0.22610
C -4.83915 1.93959 1.08916
C -3.82558 1.97265 2.03964
C -2.52146 1.66925 1.68066
C -0.59789 0.47568 -1.28230
C -1.19575 -0.68254 -1.75847
C -0.89096 -1.16902 -3.02126
C 0.03780 -0.50762 -3.81830
C 0.63356 0.65246 -3.34678
C 0.31855 1.13999 -2.08568
H 1.95800 -1.40980 0.62244
H 2.31428 -1.25492 2.32726
H 3.91779 0.36287 0.37351
H 4.43766 -0.21183 1.93829
H 4.61771 -1.62220 -0.66884
H 5.63907 -1.71635 0.76457
H 2.93127 -4.06643 -0.40712
H 5.02656 -4.68092 1.03966
H 2.88595 -3.57614 2.14661
H -3.01397 1.08074 -1.60508
H -5.28560 1.59686 -0.99021
H -5.85566 2.15772 1.38135
H -4.03641 2.22062 3.06655
H -1.74870 1.71229 2.43190
H -1.90279 -1.21806 -1.14443
H -1.38438 -2.06817 -3.35065
H 0.29028 -0.90968 -4.78708
H 1.36330 1.14271 -3.97159
H 0.80481 2.03601 -1.73487
C 2.63874 -0.27460 5.17631
C 3.30425 -1.64042 5.25578
C 2.98829 -2.34031 6.56935
O 4.71753 -1.50438 5.10291
H 3.00795 0.37742 5.97542
H 2.87645 0.20515 4.22621
H 1.55364 -0.35100 5.26323
H 2.96967 -2.26124 4.42324
H 3.35905 -1.75186 7.41522
H 3.47614 -3.31473 6.60792
H 1.91348 -2.48308 6.69301
H 5.03561 -0.95681 5.82796
C -2.37308 2.45231 -5.03793
C -3.51798 1.46432 -4.87977
C -4.41037 1.43468 -6.11188
O -4.28665 1.78500 -3.72097
H -2.76080 3.46676 -5.17273
H -1.74677 2.45443 -4.14508
H -1.75040 2.20318 -5.89863
H -3.11172 0.46830 -4.69876
H -4.86091 2.41729 -6.28014
H -5.22329 0.72013 -5.97810
H -3.84565 1.15758 -7.00343
H -4.66194 2.66365 -3.83924

Computed properties:
E_HOMO   -4.7 eV
Max |F|   0.98 eV Å⁻¹
Frontier orbital gap   6.771 eV
Charge   -1

3.
# C3H8BN2O2

A 2-piece molecular cluster, C3H8BN2O2 overall at a distorted geometry (the ωB97M-V functional and the def2-TZVPD basis, the Open Molecules 2025 dataset).

CARTESIAN COORDINATES (ANGSTROEM)
B -1.54638 -0.72988 -1.10830
C 0.73717 1.46193 0.73596
C 0.56856 -1.80434 0.33479
C -0.20046 -0.93782 -0.28490
N 1.72113 -1.59037 1.10353
N 0.27033 2.54028 0.24894
O -1.82271 0.57216 -1.46399
O -1.95974 -1.93382 -1.40550
H 1.50767 1.41037 1.55515
H 0.03749 -2.73547 0.36668
H 2.25601 -2.25754 1.63869
H 2.02187 -0.67686 1.10902
H 0.47304 3.59466 0.53927
H -0.41457 2.37254 -0.48632
H -2.50315 0.72232 -2.08265
H -2.83098 -2.21546 -1.84137

Computed properties:
E_HOMO (alpha / beta)   -13.0 / -13.0 eV
Max |F|   4.16 eV Å⁻¹
ΔE to the lowest compared entry with this formula, charge and spin   0.00 kJ/mol
Frontier orbital gap (alpha / beta)   8.233 / 8.235 eV
Charge   +1

4.
# C39H42Cl3GeN6O5PtS

C39H42Cl3GeN6O5PtS as an isolated structure at a distorted geometry (the ωB97M-V functional and the def2-TZVPD basis, the Open Molecules 2025 dataset).

CARTESIAN COORDINATES (ANGSTROEM)
Pt 0.83993 -1.44349 0.84777
Cl 6.87055 -1.00163 4.90613
C 5.70695 -0.92809 3.66813
C 4.36638 -1.23385 3.97870
C 3.43649 -1.14969 2.99560
Cl 1.78564 -1.51433 3.33882
C 3.75442 -0.74747 1.64303
O 2.91115 -0.62589 0.73563
C 5.15557 -0.47016 1.39023
Cl 5.58909 -0.01752 -0.19180
C 6.09598 -0.56117 2.37604
H 4.09315 -1.53313 4.98072
H 7.13301 -0.35174 2.15400
O 2.37969 -0.24842 -2.23305
C 1.38206 0.25499 -1.68867
O 0.43612 -0.43169 -1.14052
C 1.27889 1.77567 -1.74226
C 0.23703 2.46608 -0.85731
Ge -1.67154 2.31868 -1.51976
C -2.78164 0.72485 -1.19752
C -2.51507 -0.50060 -1.81258
C -3.36384 -1.58417 -1.62841
C -4.49683 -1.45815 -0.83462
C -4.77069 -0.24741 -0.21589
C -3.91610 0.83493 -0.39398
C -2.58628 3.82358 -0.63851
C -3.87341 4.16892 -1.05879
C -4.55194 5.23067 -0.47809
C -3.95234 5.96786 0.53564
C -2.67241 5.64192 0.95952
C -1.99532 4.57794 0.37437
C -1.54608 2.63494 -3.44854
C -0.83622 3.75078 -3.89871
C -0.73651 4.02886 -5.25384
C -1.34594 3.19111 -6.17909
C -2.06652 2.08823 -5.74387
C -2.16676 1.81191 -4.38559
H 1.06969 2.03945 -2.78162
H 2.28356 2.14012 -1.51527
H 0.44085 3.53725 -0.88404
H -0.05908 1.10483 0.71373
H -1.63400 -0.61218 -2.43165
H -3.14347 -2.53112 -2.10744
H -5.16679 -2.29914 -0.70443
H -5.64935 -0.14066 0.40922
H -4.14019 1.77479 0.09646
H -4.34947 3.60564 -1.85597
H -5.54688 5.49021 -0.81889
H -4.47654 6.80126 0.98606
H -2.19128 6.22182 1.73829
H -0.99115 4.35130 0.71289
H -0.36570 4.41794 -3.18156
H -0.18562 4.90027 -5.58623
H -1.25806 3.40066 -7.23747
H -2.55535 1.44450 -6.46473
H -2.74577 0.95580 -4.05899
C -1.20761 -0.89152 5.09569
N -1.68047 -0.96219 3.71073
C -2.12222 0.33709 3.19322
C -1.46240 -2.02029 2.92468
S -1.45600 -1.83693 1.17719
N -1.32616 -3.23998 3.45616
C -1.94897 -3.64055 4.71951
C -0.78253 -4.36401 2.68169
H -0.65869 0.04337 5.21308
H -0.53280 -1.71145 5.32058
H -2.03584 -0.89371 5.80459
H -2.81014 0.77789 3.91499
H -2.63439 0.22897 2.24463
H -1.26929 1.00753 3.07016
H -2.66332 -2.89574 5.05466
H -1.20862 -3.82006 5.49980
H -2.48976 -4.56949 4.54280
H 0.02589 -4.04589 2.03240
H -1.55701 -4.82910 2.07048
H -0.39061 -5.09601 3.38542
N 0.29849 2.02902 0.54431
C 0.98497 2.61831 1.50555
N 1.61516 3.67644 1.59731
C 2.01873 4.74320 0.94534
N 2.39135 5.70801 0.42380
O 3.86025 -3.38420 1.06358
C 3.06224 -3.33230 0.14614
O 1.76430 -3.36308 0.24266
C 3.58586 -3.16316 -1.29438
N 2.46497 -2.66017 -2.14825
C 2.50728 -3.39583 -3.43578
C 2.94110 -4.78991 -3.00022
C 4.01957 -4.49747 -1.94633
H 4.39586 -2.44016 -1.26695
H 2.43265 -1.58982 -2.21894
H 1.62507 -2.92814 -1.62272
H 3.24851 -2.92848 -4.08291
H 1.53683 -3.36105 -3.92447
H 3.31992 -5.38928 -3.82502
H 2.09544 -5.31529 -2.55196
H 4.98752 -4.37278 -2.42975
H 4.11288 -5.28788 -1.20479

Computed properties:
E_HOMO (alpha / beta)   -10.5 / -10.8 eV
Multiplicity   5
Max |F|   1.74 eV Å⁻¹
ΔE to the lowest compared entry with this formula, charge and spin   82.33 kJ/mol
<S²>   6.04
Frontier orbital gap (alpha / beta)   8.136 / 5.214 eV
Charge   +1

- Which formula does entry 2 have?
  C22H35GaNO2S2

Please write out number 3 again, unchanged.
# C3H8BN2O2

A 2-piece molecular cluster, C3H8BN2O2 overall at a distorted geometry (the ωB97M-V functional and the def2-TZVPD basis, the Open Molecules 2025 dataset).

CARTESIAN COORDINATES (ANGSTROEM)
B -1.54638 -0.72988 -1.10830
C 0.73717 1.46193 0.73596
C 0.56856 -1.80434 0.33479
C -0.20046 -0.93782 -0.28490
N 1.72113 -1.59037 1.10353
N 0.27033 2.54028 0.24894
O -1.82271 0.57216 -1.46399
O -1.95974 -1.93382 -1.40550
H 1.50767 1.41037 1.55515
H 0.03749 -2.73547 0.36668
H 2.25601 -2.25754 1.63869
H 2.02187 -0.67686 1.10902
H 0.47304 3.59466 0.53927
H -0.41457 2.37254 -0.48632
H -2.50315 0.72232 -2.08265
H -2.83098 -2.21546 -1.84137

Computed properties:
E_HOMO (alpha / beta)   -13.0 / -13.0 eV
Max |F|   4.16 eV Å⁻¹
ΔE to the lowest compared entry with this formula, charge and spin   0.00 kJ/mol
Frontier orbital gap (alpha / beta)   8.233 / 8.235 eV
Charge   +1